Molecular formula: C36H72O16S2
Method: DFT, ωB97M-V with the def2-TZVPD basis set

Bonds (Å) are listed after each position.
CARTESIAN COORDINATES (ANGSTROEM)
1 O -1.25599 4.21832 3.26001  S2 1.409
2 S -1.36306 3.02526 4.00247  O1 1.409, O3 1.419, O4 1.595, O7 1.598
3 O -2.05325 3.01133 5.24197  S2 1.419
4 O -1.85220 1.83459 3.06041  S2 1.595, C5 1.434
5 C -1.30208 0.59455 3.52498  O4 1.434, C6 1.537, H8 1.090, H9 1.085
6 C -0.08691 0.95357 4.39421  C5 1.537, O7 1.452, H10 1.081, H11 1.093
7 O 0.08233 2.38800 4.24305  S2 1.598, C6 1.452
8 H -2.06188 0.15041 4.16835  C5 1.090
9 H -1.06337 -0.10694 2.73285  C5 1.085
10 H 0.87449 0.51997 4.15681  C6 1.081
11 H -0.30773 0.91548 5.46355  C6 1.093
12 O 1.05217 -1.99461 2.93379  S13 1.421
13 S 2.13283 -2.35373 3.78458  O12 1.421, O14 1.408, O15 1.600, O18 1.593
14 O 3.44901 -2.24231 3.29838  S13 1.408
15 O 1.97056 -1.53302 5.14867  S13 1.600, C16 1.435
16 C 1.02126 -2.20694 5.98690  O15 1.435, C17 1.541, H19 1.083, H20 1.093
17 C 1.13203 -3.70104 5.62584  C16 1.541, O18 1.411, H21 1.090, H22 1.092
18 O 1.89468 -3.78494 4.44168  S13 1.593, C17 1.411
19 H 1.26017 -1.94350 7.00975  C16 1.083
20 H 0.02149 -1.85578 5.71789  C16 1.093
21 H 0.14231 -4.14697 5.52654  C17 1.090
22 H 1.57479 -4.23756 6.46753  C17 1.092
23 C -4.90697 0.49012 1.35472  C24 1.522, C27 1.545, H28 1.089, H29 1.093
24 C -4.89634 0.79822 -0.13547  C23 1.522, C25 1.522, H30 1.090, H31 1.091
25 C -4.88093 2.31554 -0.01954  C24 1.522, O26 1.426, H32 1.092, H33 1.105
26 O -5.82859 2.63218 0.99737  C25 1.426, C27 1.433
27 C -6.04182 1.44961 1.77848  C23 1.545, O26 1.433, H34 1.093, H35 1.090
28 H -3.95820 0.75867 1.81797  C23 1.089
29 H -5.17703 -0.51812 1.67873  C23 1.093
30 H -5.78663 0.52345 -0.70094  C24 1.090
31 H -3.98288 0.44651 -0.61651  C24 1.091
32 H -5.02894 2.87451 -0.94571  C25 1.092
33 H -3.88077 2.65957 0.30011  C25 1.105
34 H -7.00358 1.00781 1.50692  C27 1.093
35 H -5.97301 1.66787 2.84412  C27 1.090
36 C -2.61461 0.78835 -5.33851  C37 1.510, C40 1.509, H41 1.097, H42 1.096
37 C -2.69100 -0.61121 -4.77703  C36 1.510, C38 1.550, H43 1.093, H44 1.092
38 C -3.56854 -0.38661 -3.51873  C37 1.550, O39 1.433, H45 1.092, H46 1.088
39 O -3.42793 1.00065 -3.18999  C38 1.433, C40 1.430
40 C -2.49526 1.61666 -4.08229  C36 1.509, O39 1.430, H47 1.097, H48 1.090
41 H -3.52682 1.03248 -5.89703  C36 1.097
42 H -1.86072 0.97202 -6.11249  C36 1.096
43 H -1.69312 -0.99523 -4.55228  C37 1.093
44 H -3.12630 -1.32556 -5.47867  C37 1.092
45 H -3.11115 -1.02006 -2.75577  C38 1.092
46 H -4.59276 -0.68358 -3.73536  C38 1.088
47 H -1.49443 1.54673 -3.63748  C40 1.097
48 H -2.74218 2.65733 -4.29184  C40 1.090
49 C 2.41409 -0.87334 -5.24370  C50 1.535, C53 1.539, H54 1.095, H55 1.097
50 C 1.33694 -0.12023 -4.45099  C49 1.535, C51 1.523, H56 1.095, H57 1.089
51 C 1.97074 1.24439 -4.21220  C50 1.523, O52 1.423, H58 1.100, H59 1.093
52 O 2.89541 1.45083 -5.27342  C51 1.423, C53 1.430
53 C 3.45723 0.18733 -5.63807  C49 1.539, O52 1.430, H60 1.094, H61 1.087
54 H 2.04704 -1.48181 -6.07623  C49 1.095
55 H 2.82095 -1.70236 -4.65101  C49 1.097
56 H 1.16942 -0.61540 -3.48841  C50 1.095
57 H 0.35165 -0.09137 -4.91500  C50 1.089
58 H 2.48663 1.30796 -3.24328  C51 1.100
59 H 1.25253 2.06692 -4.25940  C51 1.093
60 H 4.39249 0.04561 -5.08876  C53 1.094
61 H 3.61167 0.18784 -6.71454  C53 1.087
62 C 3.48135 -4.19935 -1.17040  C63 1.528, C66 1.526, H67 1.083, H68 1.094
63 C 2.46022 -4.90642 -2.05963  C62 1.528, C64 1.534, H69 1.092, H70 1.094
64 C 3.18261 -5.02654 -3.40806  C63 1.534, O65 1.454, H71 1.093, H72 1.089
65 O 4.21864 -4.01147 -3.31060  C64 1.454, C66 1.425
66 C 4.03025 -3.18194 -2.16696  C62 1.526, O65 1.425, H73 1.100, H74 1.091
67 H 4.29021 -4.84569 -0.85126  C62 1.083
68 H 2.90028 -3.68466 -0.40011  C62 1.094
69 H 1.51887 -4.37669 -2.22243  C63 1.092
70 H 2.11951 -5.84907 -1.62211  C63 1.094
71 H 2.61337 -4.68905 -4.27733  C64 1.093
72 H 3.72833 -5.94456 -3.61970  C64 1.089
73 H 3.36981 -2.33302 -2.39901  C66 1.100
74 H 4.98864 -2.72623 -1.91554  C66 1.091
75 C 0.56097 0.50303 -0.62223  C76 1.518, C79 1.534, H80 1.092, H81 1.088
76 C 1.10820 -0.90333 -0.45429  C75 1.518, C77 1.531, H82 1.097, H83 1.094
77 C 0.03792 -1.85073 -1.00257  C76 1.531, O78 1.419, H84 1.097, H85 1.099
78 O -1.12553 -1.05338 -1.15623  C77 1.419, C79 1.429
79 C -0.95077 0.24319 -0.58221  C75 1.534, O78 1.429, H86 1.100, H87 1.091
80 H 0.77199 0.89248 -1.62080  C75 1.092
81 H 0.89809 1.24369 0.09940  C75 1.088
82 H 1.28672 -1.12724 0.60482  C76 1.097
83 H 2.10380 -1.09604 -0.86422  C76 1.094
84 H -0.06838 -2.74416 -0.37414  C77 1.097
85 H 0.35039 -2.23548 -1.98387  C77 1.099
86 H -1.36006 0.23357 0.43843  C79 1.100
87 H -1.54182 0.92895 -1.19114  C79 1.091
88 C 4.75076 2.03450 2.16384  C89 1.539, C92 1.540, H93 1.090, H94 1.091
89 C 3.84462 3.06837 1.47302  C88 1.539, C90 1.520, H95 1.089, H96 1.090
90 C 3.94218 4.23608 2.44181  C89 1.520, O91 1.420, H97 1.089, H98 1.097
91 O 3.88026 3.60859 3.71445  C90 1.420, C92 1.427
92 C 4.58592 2.36920 3.65840  C88 1.540, O91 1.427, H99 1.091, H100 1.098
93 H 5.79467 2.15999 1.87678  C88 1.090
94 H 4.44821 1.01496 1.92122  C88 1.091
95 H 2.85416 2.61727 1.42621  C89 1.089
96 H 4.26468 3.31776 0.49912  C89 1.090
97 H 3.09006 4.91120 2.37075  C90 1.089
98 H 4.85479 4.82250 2.27857  C90 1.097
99 H 4.04227 1.66415 4.28918  C92 1.091
100 H 5.58004 2.47842 4.11167  C92 1.098
101 C -0.26796 4.39793 -1.75588  C102 1.540, C105 1.539, H106 1.092, H107 1.089
102 C -0.93435 4.70898 -0.40339  C101 1.540, C103 1.515, H108 1.090, H109 1.089
103 C 0.25314 4.81177 0.53128  C102 1.515, O104 1.427, H110 1.103, H111 1.090
104 O 1.33494 5.29343 -0.26494  C103 1.427, C105 1.436
105 C 1.22578 4.72544 -1.57899  C101 1.539, O104 1.436, H112 1.094, H113 1.088
106 H -0.64042 4.93079 -2.63333  C101 1.092
107 H -0.45864 3.36001 -2.02497  C101 1.089
108 H -1.62358 3.93383 -0.06791  C102 1.090
109 H -1.46968 5.65301 -0.49340  C102 1.089
110 H 0.62849 3.88847 1.00297  C103 1.103
111 H 0.15240 5.52101 1.35331  C103 1.090
112 H 1.89771 3.86341 -1.61397  C105 1.094
113 H 1.57024 5.52397 -2.23294  C105 1.088
114 C -2.67323 -4.67506 1.97805  C115 1.558, C118 1.558, H119 1.093, H120 1.087
115 C -3.31213 -3.50819 1.16751  C114 1.558, C116 1.512, H121 1.087, H122 1.088
116 C -2.53932 -2.33871 1.73435  C115 1.512, O117 1.415, H123 1.092, H124 1.102
117 O -2.31777 -2.61292 3.10443  C116 1.415, C118 1.428
118 C -2.06343 -4.01111 3.24926  C114 1.558, O117 1.428, H125 1.089, H126 1.092
119 H -1.84569 -5.11338 1.41382  C114 1.093
120 H -3.37248 -5.47710 2.19995  C114 1.087
121 H -4.37189 -3.56211 1.40208  C115 1.087
122 H -3.05130 -3.61648 0.11682  C115 1.088
123 H -3.02141 -1.36062 1.68005  C116 1.092
124 H -1.58296 -2.18890 1.20745  C116 1.102
125 H -2.61760 -4.35623 4.12063  C118 1.089
126 H -0.98302 -4.16245 3.28690  C118 1.092

**LUMO**: 0.110 eV
**HOMO energy**: -9.19 eV
**Orbital gap**: 9.3 eV
**Energy above the lowest of the compared OMol25 structures with the same formula, charge and spin**: 0.00 kJ/mol
**Strongest force on any atom**: 2.2 eV/Å
**Spin multiplicity**: 1

Löwdin population analysis, charges in e, atoms 1 to 2: -0.20 0.58